Record 1
The following is a DFT calculation (the ωB97M-V functional and the def2-TZVPD basis) of a structure of composition C14H16Cl2MoN4O2SSi.

XYZ file:
```
41
C14H16Cl2MoN4O2SSi (the ωB97M-V functional and the def2-TZVPD basis)
Mo -0.73 -1.08 0.97
O -0.65 -1.07 2.94
O 0.57 -0.85 3.39
N 0.44 -1.87 -0.45
C 1.37 -2.27 -1.04
C 2.45 -2.67 -1.77
C 3.15 -1.68 -2.51
N 3.71 -0.85 -3.08
C 2.86 -4.02 -1.70
N 3.16 -5.13 -1.61
C 1.21 2.70 -0.69
Si 0.77 1.65 0.77
C 0.45 2.64 2.32
C 2.13 0.40 1.04
N -0.74 0.70 0.35
C -1.81 1.40 -0.29
C -2.26 0.95 -1.53
C -3.27 1.64 -2.18
C -3.83 2.78 -1.61
C -3.37 3.22 -0.38
C -2.36 2.54 0.28
H 2.12 3.26 -0.48
H 0.42 3.41 -0.93
H 1.40 2.08 -1.57
H 1.42 2.89 2.78
H -0.12 2.07 3.05
H -0.06 3.58 2.12
H 2.95 0.96 1.49
H 2.49 -0.01 0.10
H 1.94 -0.42 1.74
H -1.82 0.07 -1.97
H -3.63 1.29 -3.14
H -4.62 3.31 -2.12
H -3.81 4.10 0.08
H -2.02 2.87 1.25
Cl 0.63 -4.14 1.98
C 0.62 -5.43 0.76
Cl -0.64 -5.21 -0.45
H 0.44 -6.36 1.28
H 1.58 -5.44 0.26
S -2.55 -2.00 0.56
```

Calculated values
LUMO (alpha / beta): -1.8 / -2.0 eV
HOMO level (alpha / beta): -8.4 / -9.0 eV
frontier orbital gap (alpha / beta): 6.6 / 7.0 eV
ΔE to the lowest compared entry with this formula, charge and spin: 0.4751 eV
spin multiplicity: 3
E: -2588.7490 a.u.

Record 2
The following is a DFT calculation (the ωB97M-V functional and the def2-TZVPD basis) of a cluster of 8 separate species, C37H38FN8O5S2 in total.

XYZ file:
```
91
C37H38FN8O5S2 (the ωB97M-V functional and the def2-TZVPD basis)
O -0.52 -0.75 1.88
C -1.01 -1.23 0.72
F -0.93 -2.72 0.56
C -1.61 -0.27 -0.47
S -2.86 1.00 0.09
O -2.42 2.37 -0.57
O -2.80 1.25 1.63
N -4.50 0.71 -0.50
S -5.23 -0.67 0.27
O -4.38 -1.91 -0.10
O -5.36 -0.41 1.79
H -2.10 -0.98 -1.28
H -0.68 0.27 -0.96
H -6.55 -0.94 -0.20
N -2.56 0.86 -4.42
C -3.42 1.35 -3.50
C -4.46 2.22 -3.80
C -4.63 2.61 -5.12
C -3.76 2.12 -6.09
C -2.75 1.25 -5.70
H -3.24 1.02 -2.48
H -5.12 2.58 -3.02
H -5.43 3.29 -5.39
H -3.87 2.40 -7.13
H -2.05 0.84 -6.42
N 1.54 1.53 4.80
C 1.91 2.73 5.31
C 1.25 3.92 5.02
C 0.16 3.88 4.16
C -0.23 2.66 3.62
C 0.48 1.53 3.97
H 2.76 2.71 5.97
H 1.59 4.85 5.46
H -0.37 4.79 3.91
H -1.08 2.60 2.94
H 0.20 0.55 3.57
N 1.73 -6.06 0.60
C 2.34 -6.89 1.47
C 2.04 -6.93 2.83
C 1.06 -6.07 3.31
C 0.42 -5.20 2.43
C 0.79 -5.23 1.10
H 3.09 -7.54 1.05
H 2.55 -7.62 3.49
H 0.80 -6.07 4.37
H -0.34 -4.51 2.78
H 0.32 -4.58 0.37
N 2.78 -1.17 -0.48
C 4.04 -0.80 -0.77
C 5.16 -1.47 -0.31
C 4.98 -2.59 0.49
C 3.69 -3.00 0.81
C 2.63 -2.26 0.30
H 4.14 0.08 -1.40
H 6.16 -1.14 -0.58
H 5.83 -3.15 0.87
H 3.51 -3.86 1.43
H 1.60 -2.54 0.52
N 5.03 4.83 6.04
C 5.16 4.13 7.19
C 6.35 3.58 7.63
C 7.48 3.74 6.84
C 7.38 4.45 5.64
C 6.15 4.97 5.29
H 4.25 4.03 7.78
H 6.40 3.03 8.56
H 8.43 3.31 7.14
H 8.25 4.59 5.00
H 6.02 5.54 4.38
N 4.94 -1.90 -4.89
C 4.08 -1.40 -3.97
C 3.04 -0.54 -4.27
C 2.87 -0.15 -5.59
C 3.74 -0.64 -6.56
C 4.75 -1.50 -6.17
H 4.26 -1.73 -2.95
H 2.38 -0.17 -3.49
H 2.07 0.53 -5.87
H 3.63 -0.35 -7.60
H 5.45 -1.91 -6.89
N -7.60 0.65 -2.34
C -7.44 0.08 -3.56
C -8.49 -0.17 -4.43
C -9.78 0.17 -4.03
C -9.97 0.76 -2.78
C -8.86 0.98 -1.98
H -6.42 -0.17 -3.82
H -8.31 -0.63 -5.39
H -10.62 -0.01 -4.68
H -10.96 1.04 -2.44
H -8.95 1.44 -1.00
```

Calculated values
total charge: -1
LUMO: 2.2 eV
HOMO level: -6.1 eV
frontier orbital gap: 8.3 eV
spin multiplicity: 1
E: -3143.0415 a.u.

The calculation returns the following largest force on an atom values, one per record and in order: 0.011; 0.199 Eh/bohr.